37
Properties=species:S:1:pos:R:3:mulliken_charge:R:1 method="wB97M-V/def2-TZVPD" lumo_ev=0.5 energy_ha=-1596.58214 homo_energy_ev=-8.32 mol_weight_g_mol=316.45 gap_ev=8.7912 smiles="S=C1SCN(Cc2cccnc2)CN1Cc1cccnc1"
S -3.92739 0.94852 0.72631 -0.1633
S -4.05303 -1.90997 0.60144 -0.3612
N 3.10131 1.09985 -0.48943 -0.6152
N 1.03411 -2.36019 1.55337 -0.5835
N -2.14765 -0.54697 -0.62995 0.2575
N -1.45408 1.63446 0.02539 0.2737
C -1.55714 -1.78928 -1.09519 -1.3327
C 1.96425 1.73677 -0.70675 -0.3448
C 2.12916 -2.50367 0.82592 -0.4577
C -0.22010 -2.03349 -0.45394 0.7659
C 1.13981 1.21116 1.46025 -0.1530
C 0.94538 1.83632 0.23242 0.3964
C 2.14095 -2.40673 -0.55634 -0.3953
C 3.28196 0.52823 0.68747 -0.3474
C -0.33781 2.56561 -0.05313 -0.9664
C 2.33129 0.55119 1.69848 -0.4077
C -1.46900 0.66408 -1.03813 -0.8131
C 0.94146 -2.16322 -1.20461 -0.2699
C -2.73907 2.23796 0.17244 -0.7688
C -3.24586 -0.55304 0.14034 0.4636
C -0.10556 -2.13127 0.93137 -0.3892
H 0.36266 1.24513 2.20892 0.4252
H -1.95522 1.06635 -1.95423 0.1011
H -0.43757 0.39410 -1.27943 0.3577
H -0.28761 3.06394 -1.03519 0.3014
H -2.72902 2.98552 0.96543 0.4108
H -3.13469 2.68513 -0.75442 0.4570
H -0.97782 -2.02959 1.56354 0.4488
H 3.05919 -2.51499 -1.11136 0.4082
H -2.25361 -2.59206 -0.83252 0.4745
H 2.51357 0.05970 2.64033 0.3854
H 4.23181 0.02802 0.82046 0.4271
H -0.49557 3.33116 0.71126 0.4931
H -1.45794 -1.74427 -2.18523 0.3318
H 1.86709 2.19649 -1.68340 0.3575
H 3.03560 -2.70450 1.38122 0.4468
H 0.90613 -2.08644 -2.28307 0.3855

---

42
Properties=species:S:1:pos:R:3:mulliken_charge:R:1 method="wB97M-V/def2-TZVPD" lumo_ev=-1.4 energy_ha=-1285.17924 homo_energy_ev=-8.07 mol_weight_g_mol=360.33 gap_ev=6.6500 smiles="O=C(Cn1cc([N+](=O)[O-])nc1[N+](=O)[O-])N1CCN(c2ccccc2)CC1"
O 1.83885 -0.25596 -2.03927 -0.7486
O 2.94877 -5.80177 -4.24011 -0.5052
O 2.44435 -3.06535 0.10230 -0.6168
O 1.79080 -4.82831 -5.67598 -0.4990
O 0.69060 -2.06363 0.22984 -0.5567
N 1.44021 -2.62252 -0.53113 0.9989
N 1.89392 -5.04736 -4.55871 0.7752
N 0.54644 -2.46331 -2.72623 0.3091
N -0.69540 1.61593 1.29883 0.0633
N 1.90927 -4.06484 -2.39204 -0.4777
N -0.02087 0.91255 -1.13795 0.1237
C -0.36817 -1.41378 -2.22615 -1.4933
C 1.36423 -3.04460 -1.73657 0.0589
C -0.22527 3.25306 3.15824 -0.5846
C 0.63382 -3.02777 -3.82887 -0.0112
C -0.74754 3.84447 4.22302 -0.6177
C -0.95288 2.03131 2.57298 0.8623
C -2.03539 1.80991 4.75857 -1.2979
C 0.91294 1.54775 0.89066 -1.1434
C 0.53317 -0.09378 -1.78338 0.5988
C 1.09190 1.73874 -0.64085 -0.9668
C -1.85089 1.52229 3.39548 0.0669
C -1.30697 0.82746 0.46752 -0.4147
C 1.55546 -4.14287 -3.53179 0.0655
C -1.54994 2.93930 5.13288 -0.0171
C -1.40014 1.05629 -0.87153 -0.9271
H 0.30881 3.76780 2.44959 0.4177
H 1.99651 1.61007 -0.89585 0.6619
H -2.20937 0.41491 -1.55145 0.2660
H -1.61762 2.08221 -1.18234 0.3515
H 0.02352 4.68216 4.61949 0.2334
H 0.75239 2.82688 -0.87020 0.3019
H 1.34713 2.17664 1.39501 1.0227
H -2.34878 0.53751 3.22007 0.2316
H -0.99988 -1.40224 -1.59512 0.9951
H 0.96299 0.31689 1.19666 0.2195
H 0.18900 -2.98422 -4.69457 0.6172
H -1.76339 3.63756 6.02031 0.2520
H -2.50577 0.92227 1.01676 0.2665
H -1.19519 -0.17540 0.69542 0.3898
H -2.77775 1.48469 5.20158 0.5228
H -0.60385 -1.06094 -3.33512 0.2055

---

53
Properties=species:S:1:pos:R:3:mulliken_charge:R:1 method="wB97M-V/def2-TZVPD" lumo_ev=-9.5 energy_ha=-3542.88835 homo_energy_ev=-14.14 mol_weight_g_mol=789.45 gap_ev=4.5995 charge=+2
Au 0.37631 1.02981 0.51214 1.1756
S 2.40206 1.16280 2.85673 1.0756
S -0.04588 1.04932 3.90894 0.8788
S -2.08518 -3.63708 -3.30798 -0.0713
P 0.82911 2.71511 -0.99223 0.9083
F -2.10888 2.64976 3.98758 -0.1838
F -0.68561 3.10665 2.41436 -0.1792
F 4.77949 2.02863 2.37829 -0.1747
F -0.23078 3.61821 4.47381 -0.1964
F 4.28503 1.87900 4.48643 -0.1555
F 3.46615 3.49090 3.29082 -0.1881
O -0.36273 3.65888 -1.08259 -0.3138
O 1.06565 2.12012 -2.38950 -0.2740
O -0.65078 0.43380 5.02226 -0.5334
O 2.80585 -0.17301 2.58024 -0.5763
O -0.27182 0.42865 2.58236 -0.7878
O 1.89849 1.90368 1.60784 -0.4247
O 2.06482 3.51070 -0.60619 -0.2887
N -2.51322 -7.16103 -0.46027 -0.5039
N -0.42088 -0.41461 -0.59946 -0.2224
N 1.47542 1.40231 4.07752 -0.4473
C -3.41720 -5.16930 -1.42384 -0.0950
C -2.25673 -1.74513 -1.29123 -0.5307
C -0.07188 -2.10615 -2.22138 -0.4843
C 0.03355 1.57008 -3.27616 -0.5797
C -1.43066 -2.43890 -2.17817 0.1750
C 3.47818 3.08117 -0.55004 -0.6200
C -2.25508 -5.00356 -2.15732 0.3190
C -3.49581 -6.27191 -0.58091 -0.4419
C -0.75716 4.77587 -0.19420 -0.6045
C -0.82388 2.72290 3.72152 0.6422
C -1.23129 -5.92923 -2.05933 -0.1799
C 3.85687 2.22651 3.30592 0.6320
C -1.72963 -0.74005 -0.51747 -0.1807
C -1.41080 -6.99751 -1.18695 -0.4036
C 0.40536 -1.09290 -1.42711 -0.2899
H -0.32911 -5.84189 -2.64949 0.3964
H -4.25048 -4.48520 -1.51659 0.4319
H 0.56566 1.01248 -4.03733 0.2696
H -0.63981 0.92079 -2.72307 0.2770
H -1.16296 5.53000 -0.85811 0.2995
H 0.60531 -2.63271 -2.87963 0.5118
H 3.94689 3.72221 0.18633 0.2564
H 1.44897 -0.80722 -1.43893 0.5143
H -2.34143 -0.17522 0.17323 0.4858
H -0.51628 2.39417 -3.72062 0.3133
H -1.52010 4.41924 0.48710 0.2635
H 0.11211 5.15205 0.33666 0.3520
H 3.54932 2.04281 -0.24880 0.3285
H -3.31069 -1.97419 -1.21637 0.3846
H -4.38501 -6.45159 0.01115 0.3679
H -0.64052 -7.75063 -1.07393 0.3675
H 3.90169 3.24043 -1.53604 0.3051

---

40
Properties=species:S:1:pos:R:3:mulliken_charge:R:1 method="wB97M-V/def2-TZVPD" lumo_ev=-4.1 energy_ha=-1075.57402 homo_energy_ev=-10.96 mol_weight_g_mol=315.14 gap_ev=6.8759 charge=+1
F -4.72227 -0.48821 1.67006 -0.2565
O -3.93406 2.05734 2.70705 -0.5405
O -4.54463 -2.28363 -0.54091 -0.5194
N -0.52267 -0.63374 -1.15761 -0.3011
N -2.21711 -3.08534 -0.86653 -0.8917
N 0.34206 -5.09154 -1.52849 -0.4005
N 0.26176 2.12995 -0.01661 -0.5473
C -1.86404 2.07276 1.31402 0.9395
C -1.58138 4.68787 2.09643 -0.1010
C 4.53026 1.31807 0.00372 -0.5366
C 0.99826 1.38538 -0.91708 0.5630
C 4.22521 0.06846 0.92672 -0.4627
C 3.29080 2.30859 -0.11628 -0.5964
C -1.31669 0.07355 -0.23582 0.2182
C -3.53915 0.06092 1.20537 0.2264
C -2.64170 -0.58518 0.19785 -0.0559
C -0.89793 1.40736 0.30884 0.3966
C 2.37078 2.03570 -1.41128 -0.6981
C -3.12920 1.41451 1.76468 -0.1289
C 0.63085 0.03935 -1.50810 -0.5691
C -1.55627 3.47479 1.90827 -0.8638
C 4.03940 -0.90509 1.65272 -0.0429
B -3.15307 -2.01106 -0.39986 0.4695
H -0.39694 -4.38180 -1.43763 0.2622
H -1.76997 5.78904 2.23529 0.3676
H -3.52311 2.01657 3.59907 0.3450
H -5.01577 -1.46107 -0.79583 0.3296
H 0.77827 -5.24787 -0.61554 0.4102
H 2.17074 3.01502 -1.96210 0.3332
H 3.63306 3.39600 -0.17478 0.3135
H -0.06700 -5.96752 -1.86600 0.4080
H 5.36291 1.87886 0.54870 0.2828
H 1.33160 -0.42998 -2.25637 0.2645
H -1.92423 -2.79223 -1.81110 0.2793
H 4.20560 -1.78371 2.32785 0.3814
H 4.92135 0.98375 -1.00146 0.3194
H -1.40650 -3.01542 -0.23470 0.2493
H 1.04931 -4.76627 -2.19331 0.4055
H 2.94050 1.36119 -2.11799 0.3300
H 2.68100 2.20969 0.82838 0.4180

---

39
Properties=species:S:1:pos:R:3:mulliken_charge:R:1 method="wB97M-V/def2-TZVPD" lumo_ev=-0.4 energy_ha=-6408.50471 homo_energy_ev=-9.10 mol_weight_g_mol=451.18 gap_ev=8.7252 smiles="O=C(COC(=O)c1cc(Br)c(Br)s1)NCCC1=CCCCC1"
Br 5.71809 -0.89599 -0.95483 -0.1329
Br 5.89141 1.80261 1.27706 -0.0699
S 3.00193 2.37565 0.19538 -0.1243
O 0.48880 2.79027 -1.03762 -0.3116
O 0.27845 0.83496 -2.14274 -0.6517
O -2.53035 3.58610 0.19595 -0.6551
N -2.07988 1.45272 -0.40996 -0.0518
C 4.34007 0.35707 -0.69706 0.0809
C 0.00156 -0.70868 0.94204 -0.2968
C -0.80618 3.22224 -1.44527 -0.6479
C -1.93268 -2.25628 0.93686 -0.4820
C 4.43039 1.40518 0.18433 0.2763
C -2.97085 0.82635 0.53961 -0.8914
C -1.08488 -3.14216 0.02915 -0.7898
C 0.92059 1.60214 -1.46295 0.6291
C -2.19155 0.16708 1.68862 -1.2950
C -1.89838 2.78181 -0.45090 0.7549
C 0.93740 -1.74089 0.39329 -0.2478
C -1.28639 -0.92049 1.17821 0.5367
C 2.28077 1.34487 -0.99356 0.3543
C 0.35733 -3.14572 0.52115 -0.9846
C 3.10812 0.32143 -1.37169 -0.8532
H -1.48788 -4.15644 0.01696 0.3435
H 0.95792 -3.85094 -0.05592 0.3568
H 0.38130 -3.45734 1.56731 0.3685
H 2.84715 -0.41589 -2.10854 0.5450
H -1.60794 0.93775 2.19505 0.3392
H 0.43180 0.26722 1.13514 0.4404
H -0.76730 4.31211 -1.46295 0.2975
H 1.90115 -1.67774 0.90608 0.3563
H -1.03043 2.82349 -2.44060 0.3667
H -2.07477 -2.75044 1.90415 0.3011
H -3.62096 1.61084 0.93206 0.4361
H -1.11394 -2.75376 -0.99111 0.2923
H -2.90961 -0.24683 2.39868 0.4279
H -3.57680 0.08365 0.01392 0.3793
H -2.92554 -2.11425 0.50315 0.3401
H -1.49327 0.84380 -0.96472 0.2528
H 1.11537 -1.51548 -0.66376 0.0096

---

39
Properties=species:S:1:pos:R:3:mulliken_charge:R:1 method="wB97M-V/def2-TZVPD" lumo_ev="-5.4 / -4.0" energy_ha=-6861.45389 homo_energy_ev="-11.42 / -11.78" s_squared=3.89 multiplicity=4 mol_weight_g_mol=468.17 gap_ev="6.0238 / 7.7637" charge=+1
Br 2.70762 0.97104 2.18749 -0.0807
Se 0.72780 3.10013 -0.06723 -0.2332
Cr 1.37518 0.81103 -0.40866 0.5199
O 3.14987 -0.23591 -0.64407 -0.4024
O 5.29743 -0.24300 -1.59256 -0.5822
N 1.25844 0.52905 -2.51512 -0.3730
N 0.77354 -0.65127 0.88611 0.3085
C -0.22923 -1.54960 0.75379 -0.3395
C -1.71876 3.02405 1.27460 -0.5419
C 1.21672 -0.32139 2.14389 0.1578
C 4.06821 -0.30261 -1.68262 0.3883
C 1.92290 -0.67195 -3.04918 -0.2278
C 0.71566 -1.00028 3.26181 -0.5295
C -1.77938 -3.31622 1.49802 -1.2760
C -0.30331 -1.95964 3.10469 -0.3317
C -3.05065 2.64826 1.63213 -0.5074
C -0.76931 -2.23536 1.80328 0.4201
C -3.31640 1.61047 -0.53752 -0.5849
C -3.83090 1.91477 0.76041 -0.4364
C 3.40931 -0.53047 -3.10375 -0.6468
C -1.17315 2.57180 0.10112 0.3849
C -1.98669 1.84226 -0.83829 -0.0688
H -2.01968 -3.85433 2.40809 0.3806
H -0.75364 -2.48596 4.00210 0.3470
H -1.30961 -3.98365 0.73089 0.3361
H -4.87236 1.76097 1.12797 0.3646
H -1.58620 1.55967 -1.80153 0.3329
H -3.49115 3.06794 2.51324 0.4138
H -4.02730 1.14195 -1.28044 0.3291
H 1.60999 -0.90989 -4.05929 0.4279
H 3.81451 -1.50008 -3.54721 0.3019
H -0.49802 -1.64169 -0.29929 0.4763
H -2.70558 -2.88676 0.99399 0.3018
H 1.70526 1.35857 -2.87274 0.3312
H 0.33435 0.64044 -2.88526 0.2654
H 1.64396 -1.55658 -2.43176 0.2093
H 1.00896 -0.66638 4.23501 0.4458
H -1.13634 3.64251 1.91471 0.4321
H 3.81795 0.30812 -3.71679 0.2868